No. 1
This record from OMol25 describes a molecular structure, C20H36As2IOS4Si3Ti at a distorted geometry. The level of theory is the ωB97M-V functional and the def2-TZVPD basis.

```
68
Properties=species:S:1:pos:R:3:lowdin_charge:R:1
C -3.581 -3.024 -2.838 -0.22
H -1.769 -2.355 -5.503 0.04
C 1.127 4.676 1.218 -0.20
H -2.698 -4.090 2.162 0.01
Si -1.426 -2.425 0.760 0.28
C -0.681 6.382 1.478 -0.08
H -4.425 -2.543 -3.324 0.02
H -2.548 0.096 -4.006 0.04
H -0.514 -3.515 -4.762 0.00
As 3.400 0.608 -1.243 -0.02
C 3.606 7.366 3.461 -0.12
H -0.759 4.499 0.193 0.07
C 1.653 -5.286 -0.399 -0.23
H -1.562 -4.901 1.146 -0.01
H 1.776 -6.389 -0.452 0.04
O 0.320 1.799 2.258 -0.48
H 0.784 -4.987 -4.089 0.01
H -1.701 6.552 1.238 0.07
H -0.811 -1.294 2.936 0.04
H 4.276 8.115 3.951 0.10
C 1.923 5.559 2.025 -0.25
H 0.479 1.379 4.178 0.06
H -3.827 -3.072 -1.786 -0.01
C 1.335 -4.534 -3.255 -0.26
H -0.253 -1.883 -4.557 0.03
C -2.643 -0.948 0.644 -0.22
C 2.293 7.728 3.149 -0.05
H -3.563 -4.070 -3.133 0.00
As -0.289 -2.431 -1.302 0.83
H 1.899 8.686 3.308 0.07
S 1.982 2.704 -1.521 -0.19
H 1.356 -4.982 0.603 0.01
C 3.275 5.254 2.371 -0.58
C -1.117 -2.592 -4.605 -0.24
H 1.738 -3.590 -3.594 0.02
H -2.024 -0.038 0.681 0.03
H 0.124 -2.813 2.651 0.01
C -2.182 -0.290 -3.046 -0.25
H -3.383 -1.087 1.441 0.02
I 4.115 3.484 1.558 1.02
H 2.608 -4.822 -0.593 0.02
H -0.737 -6.984 -2.028 0.00
C -2.266 -4.092 1.164 -0.24
Si -1.909 -2.107 -2.961 0.23
C 4.055 6.101 3.117 -0.20
H -2.779 0.216 -2.336 0.01
H 0.491 -1.279 1.781 -0.05
Ti 1.390 2.392 0.805 0.06
S 5.347 1.258 -0.888 -0.39
H -3.181 -0.930 -0.355 0.01
H 2.246 -5.114 -3.055 0.02
Si 0.379 -4.642 -1.631 0.25
C 0.112 7.154 2.268 -0.10
C -0.134 5.159 0.878 -0.12
C -0.084 2.046 3.548 -0.25
C 1.442 6.831 2.457 -0.21
H -3.065 -4.411 0.443 0.03
H -1.212 0.136 -2.881 -0.04
H -0.264 8.005 2.799 0.09
H -1.781 -5.662 -2.530 0.04
H -1.197 1.940 3.656 0.08
H 5.064 5.840 3.375 0.07
H -1.663 -6.124 -0.824 0.00
S 2.571 0.115 0.780 -0.20
C -1.017 -5.989 -1.716 -0.23
S 0.061 2.087 -1.298 -0.08
C -0.291 -1.933 2.193 -0.22
H 0.108 3.063 3.838 0.05
```

Summary:
Charge ... -2
Expectation value of S² ... 0.755
Lowest unoccupied orbital energy (spin up / spin down) ... 4.16 / 4.15 eV
Spin multiplicity ... 2
HOMO level (spin up / spin down) ... -0.758 / -0.917 eV
Frontier orbital gap (spin up / spin down) ... 4.91 / 5.07 eV
M ... 829.6 g mol⁻¹



No. 2
This record from OMol25 describes a molecular structure, C38H44Br46ClF7I2N3O4P2S at a distorted geometry. The level of theory is the ωB97M-V functional and the def2-TZVPD basis.

```
148
Properties=species:S:1:pos:R:3:lowdin_charge:R:1
F 4.962 1.557 6.350 0.05
C 4.046 -3.571 2.179 -0.06
H -6.833 -2.401 -0.402 -0.06
Br -9.670 3.726 2.251 0.56
Br -5.566 1.628 -2.433 0.55
O 3.810 2.953 4.041 -0.26
H 3.310 4.063 1.219 0.06
Br -7.557 3.209 -5.252 0.53
H 6.494 2.388 3.820 -0.02
C -6.974 4.804 -16.347 -1.58
C 2.788 0.332 5.654 -0.15
Br 8.561 1.985 7.454 0.57
F 4.748 -0.757 6.919 0.03
C -4.882 1.378 -0.633 -1.56
Br 4.899 -8.144 0.230 0.56
Br -0.679 1.198 -3.679 0.60
P 4.491 1.675 3.222 0.82
H 4.291 -5.903 2.852 -0.04
H 1.471 2.654 0.059 0.07
C 1.787 -3.267 0.946 -0.66
C 8.111 3.845 7.131 -1.56
H 9.271 3.876 2.368 0.08
Br -5.314 -4.266 -1.045 0.53
H 6.326 -2.136 2.417 0.14
H -11.984 4.951 -2.064 -0.02
H 8.492 -1.681 2.163 0.11
Br -10.293 5.680 -3.739 0.55
Br -8.460 -4.285 -0.384 0.59
C 1.469 1.580 2.151 -0.18
H -10.131 1.681 -8.664 -0.05
H 9.945 -1.412 3.268 0.14
Br 9.588 5.029 7.551 0.62
Br -7.718 0.409 -6.824 0.58
C 3.821 -9.175 1.472 -1.58
H 8.653 -0.358 0.471 0.11
H -7.638 6.993 -13.901 -0.13
H 6.405 -0.379 2.009 0.12
Br -8.052 -12.410 -2.313 0.54
H -5.802 1.493 -5.661 -0.18
C 8.817 0.568 1.125 -0.07
Cl 1.504 5.605 0.678 0.50
H -7.967 4.895 -16.789 -0.02
C 0.859 -5.665 0.109 -0.21
Br 7.708 -1.373 8.294 0.55
N 1.854 -0.630 1.025 -0.17
H 2.100 4.335 2.694 0.08
C 1.771 -4.317 -0.068 -0.70
C -6.587 1.898 -6.303 -1.63
H -0.139 -2.136 -0.936 0.07
Br -7.344 -2.528 -2.834 0.56
Br -6.040 -8.982 -1.183 0.54
C 7.415 -3.240 8.737 -1.59
C -8.154 6.939 -12.943 -1.62
C 2.169 9.293 2.266 -1.62
C 2.597 0.468 1.694 -0.55
Br -8.372 8.761 -12.311 0.57
Br -10.072 3.526 -1.357 0.53
H 6.239 0.047 4.769 0.07
S -0.824 0.482 -0.228 0.32
Br -3.520 1.379 -5.168 0.61
H 8.789 2.554 -0.240 0.08
Br -9.864 6.079 -13.268 0.54
C 6.424 -0.970 4.276 -0.14
H 0.895 -6.283 -0.881 0.07
F 1.949 -0.566 6.485 0.04
Br -10.872 -13.865 -1.793 0.56
Br -9.579 3.676 -10.046 0.53
H 1.635 1.982 3.214 0.11
H 8.477 -0.595 5.251 0.08
I 2.953 -4.260 -1.902 0.86
Br 4.015 1.339 0.498 0.86
H -7.566 -7.123 -0.540 -0.08
Br -2.026 4.064 -4.227 0.59
H 1.068 -0.980 1.641 0.10
F 1.412 -0.801 4.077 -0.04
H 8.328 -3.777 8.478 -0.02
C -1.810 2.242 -4.859 -1.55
Br -5.709 2.707 -7.834 0.56
Br -3.409 2.579 -0.235 0.54
C 2.836 -0.470 4.288 -0.18
Br 5.982 -4.014 7.681 0.57
Br -6.290 6.606 -16.114 0.62
C -7.699 -7.973 -1.210 -1.61
N 8.974 0.379 2.592 -0.17
H -5.692 1.634 0.049 -0.12
F 3.372 -1.790 4.642 0.03
C -7.741 3.574 2.387 -1.58
C 9.162 2.738 2.224 -0.09
H 4.474 3.539 4.490 0.07
C 8.859 -1.039 3.049 -0.18
H 1.347 -6.331 0.909 0.06
C -9.116 -13.458 -1.072 -1.60
Br -7.191 3.885 -14.650 0.56
Br -4.411 -0.473 -0.290 0.56
H 5.923 -1.825 4.892 0.11
C 4.131 -4.755 2.763 0.09
Br -5.892 3.778 -17.589 0.57
C 4.063 0.481 6.602 -0.25
C -6.969 -3.251 -1.073 -1.61
H 4.892 -2.106 0.780 0.17
N 4.440 -1.036 2.532 -0.16
C 2.661 -1.913 0.753 -0.26
C 8.032 -1.250 4.415 -0.16
Br -6.835 4.657 1.056 0.57
Br -10.760 3.479 -7.063 0.51
C 5.877 -1.109 2.759 -0.18
H -0.251 -5.429 0.289 0.06
H 4.334 -10.125 1.627 -0.02
C 4.033 -2.040 1.576 -0.22
H -1.302 2.296 -5.822 -0.02
O 6.108 1.920 3.020 -0.27
C -10.646 2.632 -8.805 -1.60
Br 3.342 8.304 3.454 0.52
Br 0.892 10.374 3.249 0.56
Br 7.457 4.120 5.323 0.66
C 3.601 0.063 2.972 -0.39
H -7.458 3.965 3.364 -0.02
P 0.983 -0.272 -0.491 0.43
C 9.216 1.620 3.353 -0.06
Br 7.129 -3.493 10.639 0.59
H 1.596 8.558 1.699 -0.06
F 3.485 0.835 7.904 0.06
Br -12.216 3.103 -3.714 0.55
Br -12.401 2.225 -9.526 0.57
C -11.244 4.393 -2.639 -1.59
H 2.326 0.157 -2.214 0.11
C 1.314 2.841 1.178 -0.30
H 0.206 3.198 1.278 0.12
C 2.207 4.138 1.568 -0.56
Br 3.169 10.348 0.979 0.56
Br -7.034 5.892 -11.753 0.51
H 9.383 1.710 4.480 0.07
F 1.925 1.512 5.668 0.06
Br 3.692 -8.310 3.205 0.61
H 2.956 -1.773 -0.370 0.09
Br -7.161 1.722 2.329 0.60
O 1.725 0.717 -1.646 -0.29
Br -9.187 -9.011 -0.524 0.54
H -8.600 -14.408 -0.934 -0.03
Br 2.071 -9.587 0.740 0.58
H 7.295 4.100 7.808 -0.02
H 0.459 1.000 2.256 0.10
H 8.183 -2.352 4.739 0.12
Br -9.230 -12.614 0.672 0.54
O 0.593 -1.689 -1.438 -0.29
I 0.479 -3.714 2.649 0.99
Br -8.074 -7.251 -2.972 0.55
C 8.907 2.100 0.802 -0.06
```

Summary:
Charge ... +1
Lowest unoccupied orbital energy ... -3.48 eV
HOMO level ... -9.454 eV
Frontier orbital gap ... 5.97 eV
M ... 4798.6 g mol⁻¹



No. 3
This record from OMol25 describes C4H11NO in the gas phase at a distorted geometry. The level of theory is the ωB97M-V functional and the def2-TZVPD basis.

```
17
Properties=species:S:1:pos:R:3:lowdin_charge:R:1
H -0.167 -1.912 -0.122 0.12
H 1.380 0.328 2.497 0.09
H 1.056 2.535 0.260 0.09
H -1.769 -1.278 0.262 0.11
C 0.439 0.459 1.943 -0.10
C -0.252 0.195 -0.552 -0.21
H 0.153 1.490 2.213 0.08
H 1.972 1.440 -0.819 0.08
N 0.677 0.432 0.518 -0.29
H 0.101 0.285 -1.577 0.12
C 1.555 1.557 0.190 -0.12
H 2.474 1.525 0.792 0.08
H -0.320 -0.236 2.271 0.08
O -1.419 -1.615 -1.715 -0.08
H -1.550 -0.824 -2.220 0.05
C -0.932 -1.195 -0.434 -0.23
H -1.075 0.932 -0.486 0.12
```

Summary:
ΔE to the lowest compared entry with this formula, charge and spin ... 189.67 kJ/mol
SMILES ... CN(C)CCO
Lowest unoccupied orbital energy ... 0.98 eV
HOMO level ... -8.284 eV
Frontier orbital gap ... 9.26 eV
M ... 89.1 g mol⁻¹



No. 4
This record from OMol25 describes a molecular structure, C5H10N2O at a distorted geometry. The level of theory is the ωB97M-V functional and the def2-TZVPD basis.

```
18
Properties=species:S:1:pos:R:3:lowdin_charge:R:1
N 1.163 1.781 0.102 0.06
H 1.958 -0.648 -1.447 0.16
C -0.650 -0.141 0.128 -0.43
H -0.320 -2.192 -0.705 0.14
O 1.405 -1.055 0.660 -0.11
H -2.185 0.871 -0.514 0.05
H -0.022 1.178 -1.544 0.16
N -2.040 0.260 0.236 0.12
C 0.421 0.747 -0.629 -0.30
C 1.040 -0.550 -0.847 -0.18
H -0.263 -1.706 1.550 0.12
H 0.537 2.324 0.739 0.09
H -0.781 -1.060 -1.930 0.13
H -2.231 0.850 1.020 0.07
H 1.746 1.315 0.786 0.06
C -0.275 -1.112 -0.984 -0.10
H 0.344 -0.114 2.126 0.12
C 0.153 -0.750 1.254 -0.18
```

Summary:
ΔE to the lowest compared entry with this formula, charge and spin ... 261.71 kJ/mol
Lowest unoccupied orbital energy ... 0.88 eV
HOMO level ... -8.889 eV
Frontier orbital gap ... 9.77 eV
M ... 114.1 g mol⁻¹



No. 5
This record from OMol25 describes a molecular structure, C26H20IMoN2O4SbSe4 at a distorted geometry. The level of theory is the ωB97M-V functional and the def2-TZVPD basis.

```
59
Properties=species:S:1:pos:R:3:lowdin_charge:R:1
C 1.203 2.705 -1.998 -0.04
I -2.413 -1.764 -6.575 1.01
C 0.785 -2.298 3.159 -0.24
H 0.191 -0.272 -7.492 0.12
H -0.258 -3.888 3.201 0.13
O 0.073 -3.263 2.542 0.08
C 2.108 -0.273 3.016 0.00
N 0.441 -0.494 -3.651 -0.18
H -3.980 1.008 4.805 0.12
C 1.859 3.242 -0.905 -0.02
H 1.791 -1.265 6.217 0.12
C -0.623 -1.000 -4.297 -0.25
C 1.412 0.094 -4.374 -0.18
H -1.394 -1.461 -3.696 0.07
H 0.504 -3.058 5.142 0.13
Se 2.664 -2.112 -2.294 0.28
H 2.831 0.535 4.857 0.12
O 1.834 -0.273 0.271 -0.16
C -2.589 2.560 1.545 -0.03
H -2.241 3.000 0.620 0.12
H 2.148 0.695 -6.277 0.13
C -3.584 1.438 3.896 -0.05
H 0.097 1.770 1.590 0.13
C 0.123 1.835 -1.809 -0.10
C 1.427 2.931 0.384 -0.01
C -0.271 1.471 -0.506 -0.25
Se 0.636 -3.250 -2.414 0.14
C 0.949 -2.273 4.541 0.01
C 1.674 -1.263 5.141 -0.03
Se 0.624 -4.850 -0.800 0.08
H -3.845 3.461 4.551 0.12
Mo 0.757 -0.682 -1.442 1.36
C -2.649 1.167 1.686 -0.22
C 2.260 -0.248 4.380 -0.05
Se 3.046 -6.260 -3.625 0.02
H -3.265 -0.460 2.950 0.12
O -2.107 -1.386 -1.553 0.05
N -1.177 -0.659 -1.305 -0.28
H 2.687 3.923 -1.050 0.13
C -3.178 0.617 2.858 -0.01
C -1.324 0.423 -0.337 -0.18
C 1.370 -1.290 2.381 -0.07
H -2.748 -0.708 0.615 0.14
H 2.569 0.486 2.399 0.12
C 0.254 -0.327 -6.413 -0.08
H -0.514 1.583 -2.646 0.12
H 1.480 3.003 -3.001 0.12
C -2.239 0.253 0.640 0.08
C -0.747 -0.938 -5.676 -0.71
C 1.345 0.209 -5.742 -0.01
O 0.567 -1.991 0.192 -0.24
C -3.024 3.377 2.569 -0.04
H -3.002 4.451 2.450 0.12
C -3.507 2.816 3.750 -0.04
H 2.261 0.479 -3.824 0.10
C 0.389 2.044 0.584 -0.04
C 1.260 -1.229 0.940 -0.50
Sb 3.132 -5.709 -1.406 0.50
H 1.927 3.367 1.238 0.13
```

Summary:
ΔE to the lowest compared entry with this formula, charge and spin ... 0.00 kJ/mol
Charge ... +2
Lowest unoccupied orbital energy (spin up / spin down) ... -7.69 / -7.67 eV
HOMO level (spin up / spin down) ... -13.323 / -13.328 eV
Frontier orbital gap (spin up / spin down) ... 5.63 / 5.66 eV
M ... 1084.9 g mol⁻¹



No. 6
This record from OMol25 describes a molecular structure, C43H40BrCl2N5O2RbSSi at a distorted geometry. The level of theory is the ωB97M-V functional and the def2-TZVPD basis.

```
96
Properties=species:S:1:pos:R:3:lowdin_charge:R:1
H 0.248 0.491 -4.709 0.09
H 4.118 -2.413 -4.117 0.11
C 2.085 3.166 -1.059 -0.22
H 4.095 -3.078 -6.431 0.07
Br 3.356 2.102 6.271 0.68
C 2.722 -1.659 -5.570 -0.27
H -2.537 -2.541 -3.834 0.03
C -0.307 1.997 5.020 -0.11
H 0.272 2.631 5.682 0.08
N 1.946 -3.191 0.357 0.12
C 1.620 -0.820 -5.721 -0.03
H 3.813 -0.650 5.245 0.10
H -5.162 -2.953 5.677 0.09
Cl -1.038 -1.603 -2.309 0.54
C 3.120 4.041 -1.294 -0.02
H 4.424 -1.954 0.258 0.06
H -5.130 0.591 2.807 0.10
H 2.675 3.116 3.587 0.11
H -1.462 3.614 4.211 0.09
H 0.951 -3.307 0.475 0.09
H -3.899 -1.104 4.644 0.10
H -2.734 2.179 2.663 0.09
H 2.514 -3.027 -7.217 0.08
C -3.894 0.233 1.080 -0.20
N 2.188 2.148 -0.115 0.04
H -2.249 3.413 -4.021 0.10
N 1.655 -0.246 -3.400 0.04
O 2.806 -0.520 0.876 -0.25
C -1.339 3.406 -3.436 -0.05
C -4.024 -2.036 4.099 -0.10
C 4.720 -2.974 0.024 -0.08
S 1.651 -4.954 -1.632 0.49
O -1.442 -1.280 0.911 -0.61
H 3.586 -1.699 3.028 0.11
C 2.740 1.491 2.179 -0.13
C 0.912 3.252 -1.879 -0.15
C 3.241 1.305 4.543 -0.72
C -4.734 -3.078 4.689 -0.11
C -5.014 0.754 1.738 -0.10
Rb 0.386 -0.086 -0.172 0.85
C -1.775 0.348 3.265 -0.21
C -1.209 2.510 -2.352 -0.14
Cl -2.794 -0.251 -4.279 0.52
C -0.305 4.248 -3.710 -0.02
H 5.713 -2.956 -0.421 0.08
C 2.878 2.058 3.461 -0.11
H 4.187 -4.220 -1.611 0.09
H 1.911 5.804 -3.944 0.10
C 2.966 0.082 1.990 -0.40
C -3.457 -2.169 2.827 -0.21
H -2.935 0.044 -0.823 0.06
H 3.899 5.660 -2.490 0.10
H -4.421 -5.388 2.233 0.09
Si -2.525 -0.779 1.932 0.35
C 3.392 -0.640 3.153 -0.01
H 3.673 -1.732 -7.495 0.08
C -1.277 2.545 4.192 -0.09
H -0.365 4.961 -4.526 0.11
C 1.124 -0.147 -4.619 -0.16
C 3.057 4.997 -2.332 -0.09
C -5.867 1.681 -0.317 -0.11
H 2.414 3.478 1.425 0.13
H -2.030 1.847 -2.097 0.08
H -6.845 1.868 1.586 0.09
C 3.285 -2.420 -6.741 -0.05
C -5.988 1.472 1.053 -0.10
H -3.363 -1.680 -2.500 0.02
C -1.998 1.729 3.323 -0.09
C 2.715 -1.038 -3.257 -0.13
C 2.495 -3.844 -0.682 -0.97
C -0.795 -0.180 4.119 -0.08
H -4.672 1.320 -2.066 0.08
H 0.706 0.199 5.610 0.09
N 3.804 -3.582 -0.935 -0.07
C 2.429 2.424 1.107 -0.10
C -2.546 -1.658 -3.210 -0.95
C -3.612 -3.397 2.173 -0.09
H 3.126 -1.116 -2.253 0.11
C -3.798 0.454 -0.298 -0.10
C -4.769 1.168 -0.996 -0.10
H 2.354 -2.313 0.705 0.05
C 3.513 -0.059 4.388 -0.14
C 0.867 4.206 -2.920 -0.16
H 1.141 -0.707 -6.689 0.11
C 1.962 5.079 -3.139 -0.06
H -5.431 -5.099 4.476 0.09
N -0.138 2.425 -1.608 0.07
H -0.577 -1.245 4.081 0.11
C -4.884 -4.284 4.016 -0.12
H -6.627 2.239 -0.852 0.09
C 3.272 -1.761 -4.302 -0.02
H 4.013 3.952 -0.688 0.11
H -3.151 -3.530 1.198 0.10
H 4.765 -3.545 0.957 0.09
C -0.066 0.628 4.982 -0.10
C -4.318 -4.444 2.756 -0.10
```

Summary:
ΔE to the lowest compared entry with this formula, charge and spin ... 43.27 kJ/mol
Charge ... -1
Lowest unoccupied orbital energy ... 1.96 eV
HOMO level ... -4.969 eV
Frontier orbital gap ... 6.93 eV
M ... 955.3 g mol⁻¹